The following is a quantum chemistry calculation of a 3-piece molecular cluster, C5H14NO2 overall, from the Open Molecules 2025 dataset.

- charge = +2
- DFT total energy (a.u.) = -403.0400
- largest force on an atom (eV/A) = 5.8
- gap between HOMO and LUMO (spin up / spin down) (eV) = 3.789 / 4.093
- LUMO level (spin up / spin down) (eV) = -15.2034 / -14.8992
- relative energy (zero: lowest compared OMol25 entry of this formula, charge and spin) (kJ/mol) = 920.3
- multiplicity = 2

Bonds (Å) are listed after each position.
Geometry (Å):
1 C -0.6711 0.9249 -1.4241  O2 1.364, C3 1.544, H8 1.121, H9 1.156
2 O -1.3989 0.5375 -0.3370  C1 1.364
3 C 0.7253 0.3509 -1.7473  C1 1.544, C4 1.480, H11 1.112, H12 1.091
4 C 0.8779 -1.0771 -1.3880  C3 1.480, C5 1.561, H13 1.143, H14 1.133
5 C 0.5399 -1.4813 0.0818  C4 1.561, N7 1.477, H15 1.122, H16 1.205
6 C 1.4158 -0.4175 1.9960  N7 1.291, H17 1.108, H18 1.114
7 N 1.6850 -1.0955 0.9311  C5 1.477, C6 1.291
8 H -0.5551 2.0149 -1.6588  C1 1.121
9 H -1.2547 0.7168 -2.4001  C1 1.156
10 H -5.7513 0.4052 -0.7209  H19 0.720
11 H 1.0023 0.5152 -2.8117  C3 1.112
12 H 1.4588 0.9815 -1.2432  C3 1.091
13 H 1.9762 -1.3803 -1.4803  C4 1.143
14 H 0.1534 -1.6398 -2.0525  C4 1.133
15 H 0.2843 -2.5738 0.0870  C5 1.122
16 H -0.4836 -1.0393 0.5391  C5 1.205
17 H 2.0502 -0.2825 2.8937  C6 1.108
18 H 0.4617 0.1469 1.8884  C6 1.114
19 H -6.0683 1.0512 -0.7114  H10 0.720
20 H -1.1033 1.1494 0.9495  O22 1.032
21 H -1.7517 2.0393 2.2740  O22 0.990
22 O -1.0436 1.4331 1.9394  H20 1.032, H21 0.990